Below is a structure of composition C28H23ClN6O6S3Zr in a non-equilibrium geometry, with properties calculated with wB97M-V/def2-TZVPD.

Each line ends with the natural charge from an NBO analysis.
Geometry (Å):
1 H -3.35433 4.21336 -0.75178  0.20
2 C 1.15701 -2.11547 -1.94126  0.09
3 C 1.01597 -3.06147 -3.09011  -0.63
4 Zr 0.24018 0.30092 -0.20942  2.03
5 H 0.54310 -2.54635 -3.93011  0.23
6 C 2.67199 -3.68996 1.38801  -0.20
7 H 1.99448 -3.41404 -3.41483  0.20
8 H 3.59012 -3.24642 1.74727  0.23
9 H -3.60922 5.77360 -2.63660  0.19
10 H 3.63948 -5.29766 0.36981  0.21
11 C 3.46719 -0.20449 0.03291  0.07
12 H 5.53050 -0.48049 0.46128  0.20
13 H 1.53350 -6.19158 -0.57976  0.20
14 O 0.25765 1.37642 -4.11266  -0.65
15 C -1.25167 3.72421 -3.91319  -0.16
16 C 1.48116 1.64506 2.34820  0.81
17 O 1.13712 1.75587 1.13376  -0.75
18 H -2.38578 -0.83528 -6.04829  0.18
19 H -2.26245 -2.56262 -4.25771  0.20
20 H -3.28444 0.23642 -4.95880  0.19
21 H -4.21739 -1.38441 -2.48580  0.39
22 C 0.26885 -3.55071 1.12406  -0.22
23 S -1.73091 -0.84612 1.20814  -0.50
24 C -2.75375 4.08746 -1.64453  -0.19
25 N -1.06452 -1.50349 -2.29786  -0.39
26 S -1.87428 1.92552 -0.29053  -0.29
27 H -2.25698 5.44780 -4.70860  0.19
28 C 4.65777 -0.86310 -0.04772  -0.41
29 N 1.47821 -1.88814 2.45545  -0.19
30 C 3.57798 -2.48989 -1.45923  -0.22
31 C 1.55494 0.21711 2.82625  0.06
32 C -2.54574 -0.56596 -5.00126  -0.62
33 C -1.07777 2.85728 -2.83640  -0.20
34 C -1.84676 3.01328 -1.67264  -0.12
35 C 2.06245 -1.73782 3.67105  0.18
36 N 0.03523 -1.45176 -1.44388  -0.62
37 C 2.70278 0.20676 5.20978  0.79
38 C 4.69539 -2.07546 -0.82932  -0.26
39 H -0.65507 3.53784 -4.79643  0.22
40 C -2.26107 -1.45656 -1.87837  0.28
41 S -3.04510 -1.43933 -0.26510  0.05
42 O 3.15297 -0.48117 6.09812  -0.62
43 N -3.27580 -1.48106 -2.81676  -0.64
44 C 1.45678 -3.07854 1.65094  0.19
45 C 2.69264 -4.82859 0.60184  -0.22
46 H -3.94882 -2.17525 -4.63467  0.17
47 C -0.02334 1.79175 -2.99993  0.81
48 N 1.14466 -0.68540 1.95651  -0.23
49 H -0.65388 -3.01410 1.30913  0.27
50 H -0.60863 -5.03313 -0.13034  0.21
51 H 3.56756 -3.43602 -1.98708  0.19
52 H 5.60074 -2.67389 -0.86403  0.18
53 C -3.02254 -1.77608 -4.20706  -0.21
54 O 1.80151 2.55125 3.12690  -0.67
55 C -2.89924 4.95613 -2.70734  -0.24
56 C -2.14617 4.77795 -3.86432  -0.28
57 Cl 2.53267 -3.07709 4.60742  0.07
58 H 0.38826 -3.93232 -2.86072  0.19
59 C 1.51141 -5.32116 0.06375  -0.21
60 C 0.30941 -4.67766 0.31784  -0.19
61 H 2.28724 1.95962 4.46883  0.51
62 O 0.58314 1.43907 -1.90339  -0.83
63 N 2.31366 -0.57057 -0.56662  -0.71
64 O 2.66959 1.52549 5.30030  -0.69
65 H 3.41221 0.70887 0.62136  0.19
66 C 2.34961 -1.72556 -1.40194  0.04
67 H -1.60784 -0.18895 -4.59444  0.26
68 C 2.14027 -0.38792 3.96651  -0.29

* frontier orbital gap: 4.31 eV
* net charge: -2
* LUMO energy: 4.2 eV
* max |F|: 1.01 eV/A
* energy above the lowest of the compared OMol25 structures with the same formula, charge and spin: 110.0 kJ/mol

Below is a structure of composition C28H23IIrN3O4S in a non-equilibrium geometry, with properties calculated with wB97M-V/def2-TZVPD.

Each line ends with the natural charge from an NBO analysis.
Geometry (Å):
1 H 0.22879 2.41806 -1.71366  0.23
2 C -1.23935 0.10555 2.92290  0.22
3 H 2.10855 0.72986 3.38699  0.22
4 H 1.22520 3.83792 1.96283  0.24
5 C -2.04928 -1.63907 1.54340  -0.23
6 O 7.22168 3.13546 2.93525  -0.54
7 N -1.28482 -0.43013 1.75505  -0.44
8 C -2.43053 1.95936 -3.75370  -0.17
9 C 0.66772 -3.61281 -3.29331  -0.14
10 H 2.38234 -0.19298 -3.74354  0.23
11 C 1.89482 -1.15365 -3.64065  -0.27
12 C 3.36809 0.18081 1.73399  -0.19
13 C -0.16151 -2.92839 -1.10893  0.20
14 C -0.69902 2.02267 -2.10769  0.02
15 C 1.12669 -1.35987 -2.47718  0.40
16 H 4.82761 -0.15568 0.19846  0.23
17 C 5.32553 1.71889 2.97780  -0.11
18 C -0.57869 1.72119 4.63119  -0.12
19 C 5.58767 1.11223 1.75484  -0.17
20 C 4.62262 0.33642 1.13984  -0.21
21 C 0.53744 -2.62124 -2.29674  -0.20
22 Ir 0.07809 -0.05767 0.13796  1.37
23 S 2.25119 -0.93807 0.99015  -0.06
24 C 4.06565 1.59027 3.55414  -0.21
25 O 6.44183 2.61034 4.93925  -0.66
26 H -0.34003 -2.86820 1.80829  0.23
27 H -2.88073 -0.24076 -1.23372  0.20
28 H 1.48060 -4.14192 -5.19126  0.23
29 N -1.28056 1.04714 -1.41409  -0.47
30 H -2.81626 -1.44435 0.78979  0.21
31 H -3.96257 0.50749 -3.34519  0.24
32 H 3.82828 2.09794 4.48255  0.21
33 H -0.48107 -3.96679 -1.01753  0.20
34 H 2.61436 -1.94545 -5.47375  0.23
35 H -2.53992 -1.98537 2.45407  0.22
36 O 0.14027 1.73036 1.05028  -0.67
37 C 1.38398 -3.37956 -4.43180  -0.26
38 I -0.29178 4.04696 -4.31240  0.23
39 C 0.68930 3.65556 4.03815  -0.13
40 C 0.10401 2.06107 2.31671  0.48
41 H 6.55707 1.25718 1.29735  0.24
42 H 1.16687 4.58381 4.32360  0.23
43 C 2.01724 -2.13553 -4.59148  -0.12
44 C -1.09624 -2.67535 1.04155  -0.24
45 H -1.78719 -0.38952 3.72520  0.20
46 H 0.01653 3.20630 6.04115  0.23
47 H -2.86914 2.30188 -4.68079  0.25
48 C 6.41235 2.55058 3.59398  0.76
49 C -0.55767 1.29239 3.28813  -0.28
50 C -3.03700 0.95555 -3.01303  -0.22
51 C -2.43345 0.53141 -1.84542  0.04
52 C 0.03695 2.88119 5.01085  -0.26
53 H 5.79060 2.02902 5.34878  0.49
54 C -1.24975 2.51072 -3.28009  -0.18
55 H 0.18988 -4.57362 -3.13990  0.22
56 H -1.61967 -3.60793 0.82670  0.22
57 C 3.08576 0.83560 2.93368  -0.22
58 O 0.99789 -0.37263 -1.63893  -0.64
59 C 0.72522 3.25456 2.72462  -0.28
60 N -0.44125 -2.13825 -0.13340  -0.46
61 H -1.09905 1.11632 5.36503  0.22

* ⟨S²⟩: 0.759
* frontier orbital gap (alpha / beta): 6.96 / 5.38 eV
* net charge: +1
* LUMO energy (alpha / beta): -3.7 / -5.2 eV
* max |F|: 1.86 eV/A
* energy above the lowest of the compared OMol25 structures with the same formula, charge and spin: 211.3 kJ/mol
* spin multiplicity: 2

Below is a structure of composition C28H23LuN3O10 in a non-equilibrium geometry, with properties calculated with wB97M-V/def2-TZVPD.

Each line ends with the natural charge from an NBO analysis.
Geometry (Å):
1 H -16.43103 -11.53225 -0.93834  0.21
2 H -9.48098 -16.70021 -4.53805  0.22
3 H -8.99587 -9.03298 -0.63313  0.18
4 H -15.75099 -10.71725 -4.42561  0.23
5 N -10.39470 -13.58447 -3.69349  -0.60
6 H -13.16805 -9.18381 -1.44025  0.26
7 C -8.85011 -14.66906 -4.97562  -0.33
8 O -10.13151 -10.60335 1.08688  -0.67
9 O -11.85506 -10.04398 -3.97182  -0.86
10 C -13.49372 -14.92512 0.19857  -0.34
11 C -11.53753 -15.61202 -2.74863  0.12
12 C -10.54630 -10.39938 -0.01556  0.80
13 H -10.79965 -17.63432 -1.01203  0.23
14 H -12.47889 -16.93754 -4.90539  0.24
15 O -13.13622 -12.48678 -4.31809  -0.87
16 C -9.33555 -13.44743 -4.54874  0.02
17 C -12.35964 -15.09132 -1.73807  0.08
18 C -9.18632 -9.60737 -3.36770  0.84
19 C -11.19131 -19.37136 -2.14757  -0.17
20 H -9.21890 -7.57464 -2.71204  0.19
21 C -14.00901 -9.75683 -1.97508  0.08
22 C -11.64913 -19.84969 -3.37308  -0.20
23 O -14.17303 -11.68394 -6.14144  -0.65
24 H -16.91858 -10.78911 -2.41911  0.21
25 O -10.71864 -8.62954 -1.74380  -0.53
26 N -12.28146 -13.74138 -1.33455  -0.59
27 H -15.10522 -12.73275 -2.56472  0.24
28 O -13.77800 -11.15421 -1.88043  -0.59
29 C -13.96940 -11.71323 -4.93756  0.83
30 N -11.78622 -22.39406 -3.84934  -0.34
31 O -9.39444 -10.77918 -3.02951  -0.64
32 H -13.45869 -16.85598 -0.93319  0.22
33 C -12.74374 -9.12789 -4.05580  0.82
34 C -9.91456 -8.37296 -2.88593  -0.20
35 H -7.87244 -10.10583 -4.63129  0.50
36 C -12.95901 -13.66223 -0.21186  0.06
37 H -7.97667 -14.82257 -5.64162  0.21
38 C -11.77049 -21.26442 -3.60349  0.30
39 H -10.33191 -8.26454 0.17229  0.19
40 O -8.26683 -9.29778 -4.28567  -0.67
41 C -12.14726 -18.99663 -4.34110  -0.18
42 H -15.20790 -9.71720 -0.17347  0.21
43 C -11.17662 -18.00503 -1.93506  -0.20
44 O -11.22083 -11.11697 -0.81454  -0.85
45 C -14.97080 -11.61887 -2.56561  0.11
46 O -12.48104 -7.97826 -4.43774  -0.69
47 H -9.06421 -12.49278 -4.93252  0.19
48 C -10.06621 -9.02168 -0.55989  -0.19
49 C -9.60733 -15.64649 -4.35478  -0.23
50 Lu -11.74277 -11.88983 -2.74484  2.06
51 C -11.62256 -17.13260 -2.95359  -0.01
52 C -12.08462 -17.62607 -4.16891  -0.15
53 C -14.81607 -10.90371 -3.92336  -0.36
54 H -15.91193 -8.72693 -1.40145  0.21
55 C -13.18818 -15.81283 -0.82210  -0.23
56 C -10.57359 -14.95215 -3.57231  0.02
57 H -12.96392 -12.69194 0.32739  0.23
58 C -14.13893 -9.52652 -3.51221  -0.33
59 C -16.08031 -10.89162 -1.73553  -0.44
60 H -14.12004 -15.08124 1.09126  0.22
61 H -14.80525 -8.69451 -3.69996  0.23
62 C -15.34508 -9.63444 -1.23528  -0.42
63 H -10.80689 -20.05320 -1.36837  0.23
64 H -10.57152 -8.09575 -3.72422  0.30
65 H -12.57144 -19.49681 -5.20703  0.23

* frontier orbital gap (alpha / beta): 6.71 / 6.72 eV
* net charge: -1
* LUMO energy (alpha / beta): 1.4 / 1.4 eV
* max |F|: 2.87 eV/A
* energy above the lowest of the compared OMol25 structures with the same formula, charge and spin: 0.0 kJ/mol